Formula: H80O40
Source: OMol25
Level of theory: ωB97M-V/def2-TZVPD

Summary:
E_LUMO, eV: -0.30
HOMO energy, Eh: -0.3627
E, eV: -83198.957
Charge: 0
Energy above the lowest of the compared OMol25 structures with the same formula, charge and spin, eV: 6.858
Maximum force, Eh/bohr: 0.0522
HOMO-LUMO gap, eV: 9.6

The geometry in XYZ format:
```
120
Properties=species:S:1:pos:R:3:lowdin_charge:R:1
H -3.21 -2.45 -2.32 0.0204
H -1.85 -3.24 -2.01 0.0207
O -2.44 -2.54 -1.74 -0.0731
H -0.44 0.40 -5.76 -0.0299
H 1.10 0.42 -6.32 0.0310
O 0.23 0.02 -6.31 -0.0464
H -4.61 3.47 2.38 0.0443
H -3.44 3.84 3.18 0.0322
O -4.35 3.58 3.30 -0.0408
H -3.67 -4.87 -2.22 0.0553
H -2.75 -5.07 -3.54 0.0529
O -2.80 -5.02 -2.59 -0.0376
H -1.34 0.24 5.86 0.0487
H -0.67 1.54 5.73 0.0024
O -0.66 0.66 5.32 -0.0618
H -2.41 -6.14 -0.22 -0.0022
O -2.97 -6.11 0.56 -0.1096
H 1.90 0.70 2.18 0.0036
O 1.87 0.27 3.05 -0.0563
H -0.27 2.09 -4.50 0.0112
H -0.05 3.19 -5.30 0.0470
O 0.45 2.38 -5.10 -0.0677
H -3.24 -0.66 2.62 0.0136
H -3.68 -1.85 1.58 -0.0013
O -3.02 -1.22 1.88 -0.0617
H 3.98 -2.71 -3.02 0.0120
H 2.73 -3.53 -3.01 0.0391
O 3.23 -2.92 -3.58 -0.0424
H -4.60 1.75 -1.57 0.0143
H -5.26 1.58 -2.92 0.0211
O -5.16 2.20 -2.21 -0.0488
H 1.97 4.35 -4.07 0.0566
O 1.87 4.46 -3.12 -0.0351
H 0.92 2.33 6.26 0.0364
H 0.94 3.01 4.98 0.0288
O 0.79 3.22 5.91 -0.0473
H 1.30 -2.41 5.29 0.0342
H 2.88 -2.45 5.42 0.0510
O 2.11 -2.76 4.94 -0.0522
H -1.93 1.82 -1.19 0.0432
H -0.61 2.49 -0.92 -0.0029
O -1.03 1.92 -1.59 -0.0765
H 2.93 3.64 1.33 0.0276
H 3.36 4.34 0.04 0.0669
O 2.60 4.17 0.60 -0.0319
H 2.67 -3.71 0.09 0.0125
H 2.33 -4.72 1.04 0.0715
O 2.13 -3.78 0.89 -0.0577
H -1.96 -3.75 2.43 0.0321
H -3.35 -4.04 2.91 0.0688
O -2.81 -4.10 2.12 -0.0395
H -0.06 4.19 0.06 0.0084
O 0.00 4.38 -0.90 -0.0608
H -5.86 1.14 2.36 0.0450
H -5.26 -0.04 1.80 0.0213
O -5.17 0.51 2.60 -0.0621
H 5.16 -2.98 1.04 -0.0010
O 4.99 -3.28 1.93 -0.0503
H 1.47 -1.10 -3.94 0.0578
H 2.05 -0.66 -2.61 0.0397
O 1.33 -0.47 -3.23 -0.0540
H 0.85 1.83 -0.52 0.0284
H 1.82 2.68 0.23 0.0054
O 1.28 1.86 0.35 -0.0653
H -3.26 -0.44 -3.95 0.0202
H -3.25 -1.95 -4.38 0.0393
O -3.70 -1.30 -3.86 -0.0482
H 4.69 -4.16 -0.26 0.0460
H 5.24 -3.06 -1.10 0.0237
O 4.43 -3.57 -0.98 -0.0623
H -0.40 -3.84 0.70 0.0310
H -0.40 -4.08 -0.66 0.0170
O -0.19 -4.60 0.13 -0.0484
H -2.25 2.92 0.59 0.0316
H -2.56 1.47 1.23 0.0340
O -2.54 2.02 0.44 -0.0437
H 0.27 -3.52 4.03 0.0292
H 0.89 -3.17 2.79 0.0186
O 0.10 -2.94 3.29 -0.0403
H -3.32 2.93 4.90 0.0146
H -3.57 1.43 4.97 0.0510
O -2.91 2.10 5.16 -0.0457
H -3.86 -1.77 -0.41 0.0164
H -5.30 -2.01 -0.33 0.0582
O -4.67 -1.30 -0.14 -0.0536
H -0.23 3.85 2.39 0.0754
H 0.04 2.57 1.62 0.0258
O -0.51 3.37 1.61 -0.0728
H -0.53 0.34 -4.14 0.0047
O -1.49 0.49 -4.10 -0.0520
H 3.33 2.35 -2.64 0.0544
H 2.48 3.26 -1.93 0.0162
O 3.10 2.53 -1.73 -0.0768
H 0.74 4.99 -0.99 0.0408
H -2.61 -5.30 1.00 -0.0267
H 4.04 -3.27 2.11 0.0167
H 1.56 -0.60 2.80 0.0391
H 0.93 4.68 -3.02 0.0346
H -1.57 1.06 -3.32 0.0326
O -1.81 4.01 -3.71 -0.0404
H -1.30 3.73 -2.95 -0.0022
H -1.73 4.89 -4.06 0.0383
O 6.26 -1.22 -1.36 -0.0660
H 6.74 -0.79 -0.65 0.0462
H 5.41 -0.78 -1.25 0.0175
O 4.09 2.18 2.50 -0.0386
H 4.99 2.37 2.23 0.0474
H 3.94 1.25 2.72 0.0294
O 2.25 -0.81 0.14 -0.0507
H 1.91 -1.63 -0.25 -0.0007
H 1.84 -0.09 -0.34 -0.0061
O 5.55 1.20 -1.43 -0.0660
H 4.83 1.78 -1.10 0.0303
H 5.27 1.30 -2.36 0.0479
O -1.11 1.18 2.72 -0.0632
H -1.25 1.84 3.41 0.0182
H -0.22 0.93 3.00 0.0140
O 0.11 -1.76 -1.43 -0.0803
H -0.84 -1.83 -1.27 0.0102
H 0.08 -1.27 -2.29 0.0246
```

Formula: C5H8O
Source: OMol25
Level of theory: ωB97M-V/def2-TZVPD

Summary:
E_LUMO, eV: 0.42
HOMO energy, Eh: -0.3082
E, eV: -7358.568
Charge: 0
Energy above the lowest of the compared OMol25 structures with the same formula, charge and spin, eV: 3.687
Maximum force, Eh/bohr: 0.0149
HOMO-LUMO gap, eV: 8.8

The geometry in XYZ format:
```
14
Properties=species:S:1:pos:R:3:lowdin_charge:R:1
O 1.14 -0.93 1.54 -0.0382
C 0.75 -0.07 0.47 -0.3859
C -0.66 0.45 0.75 -0.1552
C -1.16 0.83 -0.65 -0.2547
C -0.55 -0.04 -1.69 0.0606
C 0.53 -0.74 -0.94 -0.1877
H 2.06 -1.18 1.42 0.0940
H 0.01 -1.67 -0.65 0.1391
H 1.47 0.76 0.40 0.1457
H -0.71 1.29 1.45 0.1144
H -1.25 -0.37 1.18 0.1227
H -2.24 0.96 -0.75 0.1039
H -0.72 1.80 -0.93 0.1344
H 1.35 -1.08 -1.61 0.1068
```

Formula: C17H44Br6N6O5P2
Source: OMol25
Level of theory: ωB97M-V/def2-TZVPD

Summary:
E_LUMO, eV: -0.43
HOMO energy, Eh: -0.3162
E, eV: -476355.466
Charge: 0
Energy above the lowest of the compared OMol25 structures with the same formula, charge and spin, eV: 0.000
Maximum force, Eh/bohr: 0.0264
HOMO-LUMO gap, eV: 8.2

The geometry in XYZ format:
```
80
Properties=species:S:1:pos:R:3:lowdin_charge:R:1
C -19.10 -21.66 1.37 -1.5904
Br -19.61 -22.84 -0.08 0.6149
Br -17.83 -20.39 0.72 0.6458
Br -18.39 -22.72 2.82 0.6002
H -19.98 -21.17 1.76 -0.0221
C -14.73 -21.76 2.65 -1.6174
Br -14.12 -20.01 3.17 0.6066
Br -14.73 -22.95 4.15 0.5817
Br -13.63 -22.42 1.20 0.6933
H -15.74 -21.67 2.28 -0.1235
O -12.30 -17.64 -2.15 -0.2699
P -13.65 -17.91 -2.66 0.4524
N -13.75 -18.47 -4.21 -0.3045
C -13.46 -19.84 -4.53 -0.1295
C -14.06 -17.62 -5.36 -0.0919
N -14.56 -16.54 -2.61 -0.3128
C -15.97 -16.47 -2.29 -0.0936
C -13.89 -15.27 -2.85 -0.1144
N -14.43 -19.07 -1.81 -0.3011
C -14.03 -19.35 -0.44 -0.1367
C -15.61 -19.77 -2.30 -0.1228
H -13.40 -20.46 -3.64 0.0666
H -12.52 -19.95 -5.08 0.0914
H -14.27 -20.26 -5.14 0.0823
H -13.15 -17.34 -5.89 0.0870
H -14.58 -16.72 -5.04 0.0656
H -14.72 -18.17 -6.04 0.0821
H -16.48 -17.41 -2.46 0.0555
H -16.12 -16.30 -1.21 0.0878
H -16.44 -15.66 -2.85 0.0786
H -13.26 -14.97 -2.01 0.0823
H -13.26 -15.31 -3.74 0.0753
H -14.63 -14.50 -3.05 0.0782
H -14.93 -19.43 0.18 0.0348
H -13.43 -20.25 -0.36 0.0181
H -13.50 -18.48 -0.05 0.0823
H -15.43 -20.85 -2.32 0.0721
H -15.86 -19.42 -3.29 0.0796
H -16.44 -19.64 -1.60 0.0217
O -15.14 -27.03 -3.32 -0.2718
P -15.05 -25.58 -3.13 0.4490
N -16.51 -24.82 -3.03 -0.2907
C -16.75 -23.65 -2.19 -0.1398
C -17.59 -25.35 -3.86 -0.0941
N -14.27 -24.81 -4.37 -0.2954
C -14.12 -23.35 -4.36 -0.1155
C -13.26 -25.58 -5.10 -0.1042
N -14.29 -25.12 -1.74 -0.3038
C -14.89 -25.43 -0.45 -0.1168
C -12.86 -24.86 -1.72 -0.1040
H -17.32 -23.91 -1.30 0.0196
H -17.26 -22.88 -2.78 0.0833
H -15.79 -23.32 -1.81 0.0513
H -17.84 -26.37 -3.55 0.0776
H -17.32 -25.37 -4.91 0.0797
H -18.49 -24.77 -3.67 0.0766
H -13.94 -22.93 -3.37 0.0587
H -13.35 -23.09 -5.08 0.0808
H -15.04 -22.90 -4.77 0.0811
H -13.68 -26.54 -5.39 0.0731
H -12.93 -25.04 -6.00 0.0767
H -12.35 -25.76 -4.51 0.0751
H -14.11 -25.64 0.28 0.0804
H -15.46 -24.58 -0.06 0.0392
H -15.52 -26.31 -0.56 0.0893
H -12.62 -24.20 -0.89 0.0350
H -12.53 -24.38 -2.64 0.0630
H -12.26 -25.78 -1.62 0.0957
C -10.30 -23.92 2.06 -0.0689
O -9.24 -23.26 1.40 0.0184
C -9.09 -23.59 0.11 -0.6123
O -9.79 -24.36 -0.51 0.1158
O -8.07 -22.90 -0.37 0.0150
C -7.64 -23.32 -1.67 -0.0354
H -11.25 -23.87 1.51 0.0237
H -10.47 -23.45 3.03 0.0970
H -10.08 -24.96 2.28 0.1030
H -7.36 -24.38 -1.65 0.0999
H -6.76 -22.74 -1.92 0.0937
H -8.45 -23.24 -2.39 0.0951
```

Formula: C16H24AlBBr12O8
Source: OMol25
Level of theory: ωB97M-V/def2-TZVPD

Summary:
E_LUMO, eV: -12.01
HOMO energy, Eh: -0.5147
E, eV: -881125.925
Charge: +2
Energy above the lowest of the compared OMol25 structures with the same formula, charge and spin, eV: 0.000
Maximum force, Eh/bohr: 0.1476
HOMO-LUMO gap, eV: 2.0

The geometry in XYZ format:
```
62
Properties=species:S:1:pos:R:3:lowdin_charge:R:1
Al -3.18 3.60 12.51 0.9573
O 3.70 -1.53 12.48 0.1414
C 2.69 -1.21 12.05 -0.5102
O 1.87 -0.40 12.55 0.2713
B 0.85 -0.08 11.53 -0.8345
O 1.13 -0.98 10.40 0.3177
C 2.19 -1.60 10.63 -0.4682
O 2.78 -2.29 9.91 0.1181
O 0.87 1.33 11.11 0.2630
C -0.23 1.87 11.52 -0.5084
O -0.60 2.93 11.34 0.1174
C -1.03 0.82 12.28 -0.4616
O -0.51 -0.35 12.07 0.2711
O -2.00 1.10 12.85 0.0704
Br 2.61 -4.94 15.77 1.1378
C 3.09 -3.95 14.20 -0.6147
C 2.50 -4.53 12.98 -0.6414
Br 0.59 -4.12 13.02 0.7654
H 4.18 -3.91 14.02 0.1102
H 2.86 -2.91 14.38 0.0388
H 2.62 -5.59 12.84 0.0715
H 2.92 -4.05 12.09 0.0119
Br 6.27 -4.76 10.89 0.7283
C 5.96 -2.89 10.42 -0.7118
C 5.82 -2.70 8.98 -0.6382
Br 5.46 -0.79 8.72 0.7895
H 6.80 -2.34 10.85 0.0511
H 5.04 -2.63 10.96 0.0163
H 4.97 -3.19 8.53 0.0042
H 6.75 -2.86 8.45 0.0741
Br 2.48 0.18 16.60 0.7912
C 3.11 -1.54 17.19 -0.6537
C 2.27 -2.68 16.68 -0.8334
Br 0.51 -2.61 17.52 0.8045
H 3.08 -1.55 18.27 0.0669
H 4.14 -1.66 16.85 0.0816
H 2.66 -3.66 16.97 -0.0954
H 2.09 -2.74 15.61 -0.0295
Br -2.77 4.82 8.84 0.6370
C -2.23 3.24 7.87 -0.6915
C -3.25 2.12 7.86 -0.5996
Br -3.86 1.63 9.67 0.5840
H -1.25 2.95 8.23 0.0525
H -2.11 3.53 6.83 0.0718
H -2.96 1.19 7.40 0.0625
H -4.14 2.58 7.43 0.0572
Br 2.67 3.12 13.71 0.7378
C 4.07 1.78 13.71 -0.7046
C 4.62 1.78 12.28 -0.6493
Br 6.01 0.44 12.08 0.7933
H 3.57 0.86 13.98 -0.0242
H 4.84 1.96 14.45 0.0675
H 5.09 2.74 12.12 0.0618
H 3.80 1.65 11.57 0.0533
Br 3.39 -5.24 9.50 0.8089
C 1.81 -6.05 8.62 -0.5741
C 0.65 -5.19 9.13 -0.7536
Br -0.97 -5.91 8.38 0.7450
H 1.72 -7.10 8.85 0.0685
H 1.95 -5.89 7.56 0.0671
H 0.74 -4.13 8.94 0.0511
H 0.62 -5.26 10.22 0.0076
```

Formula: C4H8O
Source: OMol25
Level of theory: ωB97M-V/def2-TZVPD

Summary:
E_LUMO, eV: 1.08
HOMO energy, Eh: -0.3689
E, eV: -6323.190
SMILES: OCC1CC1
Charge: 0
Energy above the lowest of the compared OMol25 structures with the same formula, charge and spin, eV: 1.978
Maximum force, Eh/bohr: 0.0618
HOMO-LUMO gap, eV: 11.1

The geometry in XYZ format:
```
13
Properties=species:S:1:pos:R:3:lowdin_charge:R:1
O -0.19 0.89 -1.65 -0.1211
C -0.89 -0.21 -1.11 -0.2295
C -0.30 -0.67 0.33 -0.2435
C -0.04 0.47 1.29 -0.1171
C 1.10 -0.21 0.56 -0.1401
H 0.77 0.88 -1.27 0.0813
H -0.84 -1.08 -1.79 0.1104
H -1.94 0.04 -0.88 0.1156
H -0.72 -1.65 0.63 0.1361
H -0.30 1.43 0.86 0.0997
H -0.16 0.43 2.38 0.1022
H 1.54 0.44 -0.32 0.1059
H 1.95 -0.75 0.98 0.1001
```

Formula: C22H31F3NO
Source: OMol25
Level of theory: ωB97M-V/def2-TZVPD

Summary:
E_LUMO, eV: -3.43
HOMO energy, Eh: -0.3967
E, eV: -35000.697
Charge: +1
Maximum force, Eh/bohr: 0.0252
HOMO-LUMO gap, eV: 7.4

The geometry in XYZ format:
```
58
Properties=species:S:1:pos:R:3:lowdin_charge:R:1
C 2.84 1.27 1.67 -0.0872
C 1.54 1.86 2.24 -0.2198
C 0.28 1.05 1.88 -0.1893
C -0.16 0.08 2.97 -0.1579
C 0.89 -0.98 3.30 -0.2383
C 0.69 -1.71 4.64 -0.0369
N 0.51 -3.15 4.20 0.0840
C 1.51 -3.29 3.08 -0.0459
C 1.18 -2.08 2.22 -0.1901
C 0.01 -2.38 1.26 -0.1241
O 0.14 -1.71 0.02 0.0213
C 1.15 -2.13 -0.80 -0.6400
F 2.13 -1.19 -0.83 0.1462
F 0.67 -2.29 -2.05 0.1763
F 1.69 -3.29 -0.38 0.1591
H 3.39 0.70 2.42 0.0640
H 3.52 2.04 1.32 0.0761
H 2.64 0.61 0.84 0.0529
H 1.43 2.88 1.88 0.1072
H 1.63 1.91 3.32 0.1052
H -0.55 1.74 1.72 0.1150
H 0.44 0.55 0.93 0.0927
H -0.33 0.65 3.88 0.1255
H -1.11 -0.38 2.71 0.1072
H 1.83 -0.46 3.42 0.1242
H 1.59 -1.71 5.24 0.1382
H -0.14 -1.37 5.24 0.1395
H -0.44 -3.20 3.85 0.1824
H 0.64 -3.85 4.92 0.1877
H 1.40 -4.28 2.65 0.1439
H 2.48 -3.12 3.53 0.1485
H 2.02 -1.71 1.65 0.1423
H -0.16 -3.44 1.13 0.1383
H -0.91 -1.97 1.68 0.1243
C -4.73 1.19 -2.06 -0.0838
C -4.57 1.30 -0.69 -0.0915
C -3.41 0.82 -0.09 -0.1001
C -2.41 0.25 -0.86 -0.0976
C -2.57 0.14 -2.24 -0.1018
C -3.73 0.61 -2.84 -0.0793
H -5.63 1.56 -2.53 0.1051
H -5.35 1.75 -0.09 0.1027
H -3.29 0.91 0.99 0.0909
H -1.51 -0.12 -0.40 0.0685
H -1.79 -0.30 -2.84 0.0975
H -3.85 0.54 -3.91 0.1080
C -0.22 3.16 -4.61 -0.0889
C -0.08 2.12 -3.70 -0.1020
C 0.83 1.10 -3.94 -0.1003
C 1.61 1.12 -5.09 -0.0936
C 1.48 2.16 -6.00 -0.0920
C 0.56 3.18 -5.76 -0.0907
H -0.93 3.95 -4.43 0.1025
H -0.69 2.10 -2.81 0.0871
H 0.94 0.29 -3.23 0.0806
H 2.33 0.33 -5.27 0.1008
H 2.09 2.18 -6.89 0.1025
H 0.45 3.98 -6.48 0.1028
```

Formula: C10H15PS
Source: OMol25
Level of theory: ωB97M-V/def2-TZVPD

Summary:
E_LUMO (spin up / spin down), eV: -1.14 / -1.13
HOMO energy (spin up / spin down), Eh: -0.2669 / -0.2670
E, eV: -30734.300
Charge: 0
Energy above the lowest of the compared OMol25 structures with the same formula, charge and spin, eV: 1.954
Maximum force, Eh/bohr: 0.0943
HOMO-LUMO gap (spin up / spin down), eV: 6.1 / 6.1

The geometry in XYZ format:
```
27
Properties=species:S:1:pos:R:3:lowdin_charge:R:1
C 0.16 -0.23 1.64 -0.2981
C 1.04 0.28 0.72 -0.2852
C -1.36 0.93 -2.21 -0.1869
C -1.79 0.67 0.37 -0.1616
C -0.76 -0.41 -2.71 -0.3380
C -1.17 -0.32 1.26 -0.0777
C 0.54 0.43 -0.58 -0.3815
C -0.75 1.10 -0.78 -0.3432
C 0.64 -1.07 2.79 -0.0407
C 2.51 0.33 0.94 -0.0258
P -0.10 -1.38 -1.16 0.4913
S 1.23 -2.59 -1.80 0.1057
H -1.10 1.69 -2.84 0.0613
H -2.48 0.88 -2.17 0.1192
H -2.81 0.36 0.06 0.1107
H -2.02 1.67 0.99 0.1592
H -1.50 -1.11 -3.03 0.0494
H -0.06 -0.22 -3.45 0.0458
H -1.82 -0.96 1.90 0.1268
H 1.21 0.76 -1.40 0.1494
H -0.59 2.26 -0.62 0.1717
H 1.02 -0.64 3.74 0.0898
H 1.47 -1.71 2.71 0.0529
H -0.32 -1.71 2.89 0.1010
H 2.87 0.64 1.98 0.1169
H 2.99 0.98 0.16 0.0934
H 2.93 -0.64 0.61 0.0940
```

Formula: C2H6F2NP
Source: OMol25
Level of theory: ωB97M-V/def2-TZVPD

Summary:
E_LUMO (spin up / spin down), eV: -0.26 / -0.24
HOMO energy (spin up / spin down), Eh: -0.3352 / -0.2884
E, eV: -18383.185
Charge: 0
Energy above the lowest of the compared OMol25 structures with the same formula, charge and spin, eV: 3.227
Maximum force, Eh/bohr: 0.0593
HOMO-LUMO gap (spin up / spin down), eV: 8.9 / 7.6

The geometry in XYZ format:
```
12
Properties=species:S:1:pos:R:3:lowdin_charge:R:1
C -1.16 0.66 -0.60 -0.2268
C 1.20 0.78 -0.34 -0.2057
N 0.08 0.02 -0.80 -0.1668
F 1.10 -2.68 1.83 -0.3808
F -1.21 -2.09 1.79 -0.3796
P -0.07 -2.52 0.74 0.8584
H -1.56 1.01 -1.73 0.1402
H -1.97 -0.05 -0.17 0.0855
H -1.01 1.61 -0.06 0.0561
H 2.12 0.47 -0.73 0.0455
H 1.19 1.83 -0.68 0.0861
H 1.28 0.95 0.74 0.0879
```